Entry 1:
DFT (wB97M-V/def2-TZVPD) results for 9 unconnected molecules or ions with the total composition C20H54F3O10S8 in a non-equilibrium geometry.

Summary:
LUMO = 1.84 eV
E_HOMO = -3.562 eV

```
! wB97M-V def2-TZVPD RIJCOSX def2/J DEFGRID3
* xyz -1 1
S 0.679 3.183 3.523
S 3.393 -2.481 2.149
S -2.715 -2.456 2.854
S -0.625 5.690 -1.881
S -3.805 3.263 1.939
S 1.073 -0.893 -4.846
S 1.885 -5.650 0.307
S 4.227 1.714 -0.643
F -2.329 -0.462 0.039
F -1.451 0.622 -1.727
F -0.639 0.581 0.345
O 0.616 6.464 -2.411
O 2.568 -4.503 -0.512
O -5.272 3.318 2.324
O 4.028 -2.421 0.746
O -0.667 -1.930 -2.286
O 1.070 -1.368 -0.911
O -1.304 -2.881 3.256
O 2.412 -1.381 -4.296
O 1.836 2.257 3.187
O 4.144 0.216 -0.817
C 1.427 -0.279 -6.581
C -3.910 -2.708 4.258
C -1.603 5.376 -3.463
C -0.054 3.998 -1.768
C 0.484 -4.940 1.287
C -3.541 2.861 0.184
C 4.226 1.947 1.239
C 0.072 3.869 1.907
C 2.554 2.364 -0.618
C -2.306 -3.290 -3.558
C 0.822 0.768 -3.925
C -0.336 -1.383 -0.995
C -3.606 -3.700 1.813
C -3.325 1.691 2.697
C 0.895 -6.595 -0.816
C 1.770 4.588 3.997
C 1.874 -1.442 2.328
C 4.635 -1.544 3.120
C -1.818 -2.854 -2.189
C -1.175 -0.123 -0.577
H 1.963 1.757 0.068
H 1.558 -1.481 3.371
H -3.907 1.909 -0.200
H -4.254 -3.738 4.347
H -3.451 -4.621 2.375
H 0.609 3.639 -2.555
H 3.418 1.443 1.769
H -0.637 4.693 1.989
H -3.749 -2.402 5.292
H 2.512 -0.365 -6.539
H 1.981 -0.413 1.985
H -0.888 3.296 -1.754
H -2.712 -2.542 -1.650
H -1.362 -3.559 -4.032
H 0.048 -4.137 0.693
H 1.110 -1.979 1.766
H 0.977 4.313 1.492
H 1.215 0.786 -6.678
H -3.426 1.733 3.781
H -4.678 -3.508 1.842
H -3.079 -3.785 0.863
H -1.891 6.417 -3.605
H -2.289 1.476 2.435
H -0.298 -5.698 1.250
H -1.020 4.991 -4.300
H 1.339 5.552 4.265
H 4.924 -2.201 3.941
H 2.449 4.433 4.835
H 0.892 -0.754 -7.403
H -4.844 -2.191 4.036
H 1.083 0.600 -2.880
H 1.308 1.667 -4.304
H -1.495 -3.710 -1.596
H 0.631 -7.442 -0.182
H 0.651 4.034 -0.938
H 5.519 -1.370 2.506
H 2.179 2.321 -1.641
H -2.476 4.748 -3.287
H 2.577 4.854 3.313
H -2.980 -4.145 -3.496
H 2.514 3.414 -0.329
H -0.132 2.963 1.338
H -2.473 2.676 0.063
H 4.035 3.013 1.365
H -2.657 -2.550 -4.278
H 1.564 -7.050 -1.546
H 0.773 -4.834 2.333
H -0.656 -2.127 -0.265
H 4.178 -0.567 3.275
H 0.110 -5.961 -1.229
H -3.860 0.877 2.206
H -3.924 3.632 -0.484
H 5.058 1.432 1.719
H -0.244 0.973 -4.024
*
```

Atomic partial charges in e from the Löwdin method, atoms 1 to 2: 0.872 0.823

Entry 2:
DFT (wB97M-V/def2-TZVPD) results for a molecular structure, C9H14N9O2ReS in a non-equilibrium geometry.

Summary:
LUMO (spin up / spin down) = -13.05 / -12.60 eV
E_HOMO (spin up / spin down) = -18.764 / -18.850 eV

```
! wB97M-V def2-TZVPD RIJCOSX def2/J DEFGRID3
* xyz 3 2
Re -0.028 0.134 -0.068
S -0.059 -0.085 -2.333
O 3.780 1.848 -1.025
O 2.641 0.334 -2.038
N 1.997 0.848 0.063
N -0.060 2.191 -3.799
N -1.424 1.459 -0.692
N -1.854 -0.637 0.603
N 3.601 1.851 1.592
N 1.696 0.889 2.337
N 2.884 1.048 -1.120
N 0.576 0.075 2.100
N -1.161 2.287 -1.774
C -2.012 -1.848 1.162
C -3.640 2.450 -0.592
C -2.889 0.252 0.620
C -2.624 1.453 -0.198
C 2.493 1.230 1.296
C -4.080 -0.052 1.213
C -4.246 -1.321 1.794
C -3.209 -2.229 1.753
C -0.457 1.647 -2.659
H -1.172 -2.531 1.109
H 3.871 2.013 2.554
H 0.409 1.657 -4.513
H 1.977 1.055 3.294
H 4.202 2.207 0.861
H -5.190 -1.584 2.259
H -4.623 2.232 -0.191
H -3.319 3.440 -0.253
H -3.309 -3.223 2.167
H 0.795 -0.886 2.378
H -0.181 0.398 2.704
H -0.290 3.154 -4.006
H -4.891 0.665 1.219
H -3.695 2.512 -1.681
*
```

Atomic partial charges in e from the Löwdin method, atoms 1 to 2: 1.329 0.912

Entry 3:
DFT (wB97M-V/def2-TZVPD) results for 4 unconnected molecules or ions with the total composition C4H16N5 in a non-equilibrium geometry.

Summary:
LUMO = -2.43 eV
E_HOMO = -13.139 eV

```
! wB97M-V def2-TZVPD RIJCOSX def2/J DEFGRID3
* xyz 1 1
N 2.441 0.465 -0.494
N -0.116 0.108 -0.343
N -2.309 0.901 0.094
N -3.610 -1.379 0.209
N -0.450 -1.241 -0.786
C 3.400 -0.199 -0.004
C -1.009 0.989 -0.101
C -0.289 2.930 0.192
C 3.062 -1.501 0.696
H -3.020 -1.565 1.029
H 0.886 0.428 -0.491
H -0.966 -1.143 -1.647
H 0.344 2.713 0.949
H 4.515 -0.130 -0.005
H 2.394 1.241 -1.107
H 0.378 3.042 -0.636
H 3.035 -2.335 0.011
H -4.527 -1.159 0.532
H -2.710 1.747 0.433
H -1.201 3.361 0.135
H 3.837 -1.717 1.528
H -2.693 -0.022 -0.266
H 1.955 -1.584 0.941
H 0.471 -1.619 -0.809
H -3.820 -2.331 -0.059
*
```

Atomic partial charges in e from the Löwdin method, atoms 1 to 2: 0.079 -0.035

Entry 4:
DFT (wB97M-V/def2-TZVPD) results for a single C2HF3S2 molecule in a non-equilibrium geometry.

Summary:
LUMO = -0.04 eV
E_HOMO = -9.048 eV
SMILES = FC(F)=C(F)SS

```
! wB97M-V def2-TZVPD RIJCOSX def2/J DEFGRID3
* xyz 0 1
S 1.056 1.385 -0.775
S 1.531 -0.343 0.087
F 2.549 1.292 2.370
F -0.364 -0.879 2.390
F 0.599 0.259 4.122
C 0.688 -0.101 2.836
C 1.667 0.403 2.105
H 0.037 1.757 0.011
*
```

Atomic partial charges in e from the Löwdin method, atoms 1 to 2: 0.267 0.368